Molecular formula: C16H10Br2N2O6RuS2
Method: DFT, ωB97M-V/def2-TZVPD

The calculation puts the energy relative to the best compared isomer or geometry (same formula, charge and spin) at 0.0 kcal per mole. The total charge is +2. As for the maximum force: 0.320 eV Å⁻¹.

Last column: Mulliken charge in e.
Atoms and positions in Å:
C: -2.28 2.89 -2.05  -0.352
H: 5.43 -2.55 3.05  0.443
C: -1.36 3.89 -2.37  -0.156
S: 0.53 -0.06 1.90  1.871
O: 0.02 0.45 3.11  -0.579
C: 4.49 -2.08 2.80  -0.640
O: 2.15 -0.26 -1.06  -0.456
C: -2.65 0.51 -1.27  0.534
H: 1.99 -0.29 4.20  0.554
S: 2.40 -1.68 -0.58  1.779
C: -1.82 1.68 -1.62  0.482
C: -4.65 -0.77 -1.10  -0.086
Br: -1.95 5.55 -2.96  -0.023
C: -2.53 -1.70 -0.54  -0.187
Br: -6.49 -0.91 -1.26  -0.027
H: -4.59 1.28 -1.76  0.498
H: -4.36 -2.80 -0.43  0.473
C: 3.77 -1.41 3.76  -0.667
C: 4.01 -2.14 1.49  -0.493
C: 0.40 2.40 -1.77  -0.285
Ru: 0.11 -0.34 -0.69  0.311
O: 0.67 0.95 0.75  -0.427
C: 2.82 -1.54 1.14  0.123
C: -3.89 -1.85 -0.67  -0.761
O: 0.97 -2.20 -0.64  -0.508
C: 2.56 -0.80 3.43  -0.570
H: -1.91 -2.50 -0.18  0.524
O: -0.38 -1.02 1.12  -0.469
C: 0.00 3.63 -2.23  -0.687
H: 4.58 -2.66 0.72  0.583
H: 0.74 4.39 -2.47  0.475
N: -0.49 1.44 -1.49  0.043
H: -3.34 3.08 -2.14  0.511
O: 3.36 -2.43 -1.27  -0.579
H: 1.44 2.16 -1.62  0.541
N: -1.93 -0.54 -0.83  0.226
C: -4.01 0.44 -1.41  -0.487
H: 4.12 -1.35 4.78  0.441
C: 2.08 -0.86 2.14  0.026